(1)
ORCA calculation (the ωB97M-V functional and the def2-TZVPD basis) on a molecular structure, C3H13O5 in a non-equilibrium geometry.

Structure (XYZ):
```
21
Properties=species:S:1:pos:R:3:forces:R:3
O -1.5023 -0.9573 -0.1181 -2.13 0.68 1.71
O 0.6534 0.7694 -2.2836 -0.87 0.56 -0.90
O -0.5482 2.2901 -0.5199 -2.95 -0.71 -3.02
O -0.2037 -1.4730 -2.0909 3.43 0.42 1.61
O 1.4424 1.0933 1.1148 1.71 -1.02 1.14
C 1.3763 -0.3546 1.2863 1.72 2.35 0.65
C 0.0481 -0.7895 1.7411 -2.45 -1.93 1.46
C -1.1229 -0.1257 0.9664 3.44 -2.11 -2.04
H -0.8041 -1.5887 -2.7471 -2.93 -0.86 -2.90
H -0.2066 -0.6353 2.8136 0.88 0.09 -0.30
H 0.1843 -0.3857 -2.3325 0.06 -0.05 0.57
H 1.6457 -0.7691 0.3509 -0.05 -0.81 -1.22
H -0.6036 0.7755 0.6453 -2.05 0.02 -0.09
H -2.0213 -0.0273 1.4649 -1.45 0.76 1.74
H 0.6399 1.4158 0.7326 -0.62 0.64 -0.65
H -0.8450 -1.1922 -0.7811 1.03 0.01 -1.07
H 1.2657 0.5915 -1.5941 1.23 -0.12 0.88
H -0.0719 1.7873 -1.3490 -0.44 0.42 1.06
H -1.5521 2.0718 -0.8178 3.52 0.77 1.33
H 2.2539 -0.5992 1.9482 -1.06 0.12 -0.20
H -0.0280 -1.8972 1.5700 -0.03 0.77 0.25
```
Forces are in eV/Å.

For the energy above the lowest of the compared OMol25 structures with the same formula, charge and spin, the calculation gives 143.4 kJ/mol. As for the total charge: -1. For the frontier orbital gap, the calculation gives 9.015 eV. As for the max |F|: 4.53 eV/Å. Its total energy is -13558.9720 eV.

***

(2)
ORCA calculation (the ωB97M-V functional and the def2-TZVPD basis) on 9 unconnected molecules or ions with the total composition C8H32ClN16O12 in a non-equilibrium geometry.

Structure (XYZ):
```
69
Properties=species:S:1:pos:R:3:forces:R:3
Cl -0.3865 -0.9803 0.0370 -1.19 -0.70 3.38
O -0.3649 2.1195 8.4761 0.30 2.32 4.57
O -5.8485 2.4610 -7.5064 -2.03 0.23 -0.62
O -7.3805 4.4893 2.5146 -0.38 2.94 4.10
O 6.2985 0.9664 4.0098 -0.08 1.38 -1.16
O -0.9449 -1.6211 1.1727 -1.96 -1.43 1.63
O -1.4044 -0.8495 -0.9530 -0.05 0.97 -1.20
O -6.1010 -6.7623 0.6807 -0.03 -0.73 1.58
O 6.7167 -1.4209 -5.1948 -0.34 0.54 1.48
O 0.1258 0.2287 0.5929 0.63 2.23 -1.41
O 0.6512 -1.8229 -0.3722 2.58 -1.09 -2.39
O 0.3120 -7.6345 -5.6130 0.60 1.60 1.13
O 2.4011 8.3871 3.5880 -0.57 2.90 0.25
N 7.0694 -0.4531 -3.1356 -0.54 0.34 1.78
N 3.3726 6.4633 3.6171 2.44 -2.53 1.15
N 5.0173 -0.8679 4.3490 -1.32 -1.57 -0.24
N 0.2802 -5.4267 -5.0291 -0.95 3.22 -1.19
N 1.1624 -6.8291 -3.6377 0.77 -0.34 1.36
N -0.6713 0.5928 7.0422 -1.93 -7.33 -2.24
N -8.0541 3.4325 0.8508 -9.93 -3.11 -6.99
N -4.9726 -6.3994 -1.0253 1.68 4.16 -13.24
N -4.0764 2.2571 -6.2207 1.45 -0.33 5.25
N 6.9432 -0.5658 5.4107 2.70 -1.95 3.77
N 1.6787 6.7570 2.2439 -1.71 -0.11 -1.78
N -3.7582 2.3771 -8.3118 1.58 0.41 -4.08
N -6.0014 3.3113 1.2810 3.85 -1.71 -0.66
N -3.8717 -7.0198 0.6556 4.50 -1.13 2.69
N -0.0696 2.4597 6.3380 1.94 4.65 -5.14
N 7.7817 0.4480 -4.9983 2.66 4.29 -2.74
C -7.1752 3.7295 1.6296 4.92 2.42 3.80
C -4.6590 2.3974 -7.3575 -0.93 -0.17 -0.99
C 2.4664 7.2689 3.1606 0.37 0.88 0.92
C 6.0986 -0.0939 4.5448 -1.28 1.76 -1.85
C 7.0861 -0.4847 -4.4506 -1.15 -5.03 -1.98
C 0.5771 -6.6898 -4.8324 -0.73 -3.69 -1.52
C -0.3518 1.7672 7.3468 -0.37 0.51 3.38
C -4.9892 -6.7244 0.1209 -6.72 -2.33 9.42
H -3.0974 -7.1856 0.0286 0.15 -0.02 0.74
H -4.2028 -5.7714 -1.2068 -0.10 -0.05 -1.19
H -1.1263 -0.0005 7.7212 0.21 0.09 -0.42
H -0.0808 -5.0811 -5.9068 0.05 -0.37 0.27
H -3.0951 2.4759 -6.1247 -0.41 -0.18 0.42
H 0.3427 -4.7700 -4.2644 -0.08 0.01 -0.44
H 7.4145 0.4354 -2.8017 -0.35 -0.67 1.11
H -5.2340 3.5406 1.8963 0.02 -0.63 -0.37
H 0.2639 3.3985 6.5040 -0.04 -0.24 -0.59
H 8.0271 0.2758 -5.9627 -0.29 0.27 0.19
H 3.3615 5.5100 3.2837 0.90 0.19 0.48
H -8.9507 3.8215 1.1057 -0.04 -0.28 -0.25
H -0.1247 1.9991 5.4408 0.38 1.09 -0.10
H -4.0968 2.5458 -9.2482 0.34 -0.08 0.16
H 4.0492 6.9092 4.2200 0.02 -0.81 -0.03
H 5.0849 -1.7784 4.7807 -0.31 0.01 -0.28
H -4.6844 2.2283 -5.4147 0.45 0.11 0.04
H 0.9937 7.4750 2.0556 -0.76 -0.95 -0.50
H -6.0552 2.5459 0.6242 1.35 0.08 0.28
H 6.5844 -1.1696 -2.6145 0.02 0.59 0.08
H 4.5468 -0.8801 3.4553 0.10 0.39 0.14
H 1.3437 -7.7342 -3.2276 -0.04 0.44 -0.16
H -0.6843 0.4132 6.0484 -0.49 -1.11 0.50
H 1.5333 5.7584 2.2872 -0.68 0.39 -0.51
H 1.3236 -5.9501 -3.1672 0.37 -0.82 0.60
H -2.7657 2.2816 -8.1507 -0.45 0.00 -0.15
H -5.8303 -6.2933 -1.5481 0.23 0.28 0.42
H 6.6040 -1.2752 6.0444 0.22 -0.02 -0.04
H 7.9597 1.3738 -4.6359 -0.03 -0.33 0.08
H 7.5451 0.0992 5.8750 -0.05 0.03 -0.36
H -8.0798 2.6458 0.2180 0.22 0.28 0.10
H -3.8274 -7.1112 1.6605 0.28 -0.12 -0.40
```
Forces are in eV/Å.

For the energy above the lowest of the compared OMol25 structures with the same formula, charge and spin, the calculation gives 879.4 kJ/mol. As for the total charge: -1. For the frontier orbital gap, the calculation gives 7.860 eV. As for the max |F|: 13.98 eV/Å. Its total energy is -69745.2168 eV.

***

(3)
ORCA calculation (the ωB97M-V functional and the def2-TZVPD basis) on a molecular structure, C54H43N4O5P2RuS in a non-equilibrium geometry.

Structure (XYZ):
```
110
Properties=species:S:1:pos:R:3:forces:R:3
Ru 0.1751 -0.6629 0.9209 -1.69 -1.65 3.22
S -2.7888 1.4347 1.8643 0.38 -0.63 0.44
P 4.4183 0.0051 1.2533 -1.10 -0.75 1.35
P 1.3995 0.9412 0.1010 3.23 2.99 -0.04
O -6.3124 2.3404 -0.7085 -1.04 -1.23 1.49
O -2.9595 2.7893 1.3321 -0.15 -0.01 -0.46
O -2.3029 1.2075 -1.4964 -1.56 -0.04 1.06
O -4.1951 -2.6070 2.6362 -0.45 -0.40 -0.68
O -0.1227 -0.2060 3.0241 -0.20 -0.27 -0.58
N -3.4305 0.2124 0.8028 -1.33 -0.08 -1.43
N -1.8566 -1.7469 1.3693 -0.77 1.21 -0.88
N 0.7339 -2.6256 1.7057 -0.05 -1.60 0.04
N -4.2511 0.7867 -0.2662 2.26 -0.45 0.94
C -3.7258 -1.4818 4.6651 0.15 0.53 -0.68
C 1.4615 -0.5839 -2.1030 -0.48 -0.29 -2.24
C 6.5293 3.0087 3.0479 -0.12 -0.22 -1.14
C 6.8908 1.4820 0.7494 -0.66 1.57 0.14
C -0.8899 -5.9190 0.9662 0.19 -0.16 0.95
C -0.2395 -3.5580 1.3644 1.31 -0.60 0.03
C 3.1362 1.3077 0.8631 -0.47 -0.23 -0.14
C 2.3515 -4.3940 2.1337 -2.52 -0.31 0.29
C 5.4419 -0.8032 -2.6372 -0.48 0.30 1.27
C -2.1532 -1.4905 2.7700 1.39 1.25 0.54
C -0.6975 4.4794 -0.3813 0.82 -0.53 0.61
C 4.5524 -2.2171 -0.3879 -0.12 0.66 0.20
C 5.7819 1.1806 1.5921 1.69 0.02 -1.19
C 0.6070 2.5900 0.4131 0.62 0.25 0.34
C -2.5877 -0.8520 0.2412 1.69 0.39 0.41
C 1.4815 0.3168 -4.3848 0.68 -0.15 0.18
C 0.1451 4.4601 1.8613 -0.24 0.90 0.84
C -6.3111 3.8144 -2.5450 1.43 -0.95 0.89
C 1.9296 -3.0440 2.1150 -0.22 0.11 -0.05
C 5.7033 1.8970 2.7775 0.37 0.95 0.95
C 7.4374 3.4881 2.0599 -0.84 -0.46 1.76
C 7.5806 2.7367 0.9125 -0.21 -2.03 -0.06
C -4.4924 -2.5921 -3.2056 -0.06 -0.13 0.25
C -3.3420 -1.8337 3.3528 -1.63 -0.91 1.21
C -5.2727 -2.3879 -2.0742 -0.25 -0.50 -0.03
C 2.1866 1.6994 -2.4964 0.24 0.64 -1.21
C 1.2563 -0.7546 -3.5228 0.67 0.70 2.10
C -0.5752 5.1035 0.8571 -0.84 -0.53 -0.83
C -2.1444 -5.4488 0.6924 1.17 -1.37 -0.71
C -3.1210 -2.5003 -3.1170 -0.30 -0.35 -1.56
C -1.5405 -3.0930 1.0277 0.27 -1.99 0.83
C -3.5089 1.4613 -1.2184 0.49 1.42 -1.39
C 2.0707 1.4776 -3.8848 0.60 0.49 0.53
C 4.6748 -0.8178 -0.3292 1.59 0.39 -0.57
C -1.2343 -0.6714 3.5566 -0.72 -0.07 -0.17
C 0.0811 -4.9809 1.4062 -0.23 1.05 -0.05
C -3.5516 3.2624 -2.8909 -0.05 1.08 0.08
C 5.2245 -0.1257 -1.4214 -1.13 0.09 -0.75
C -2.5371 -1.9592 -2.0173 0.44 0.64 2.07
C -4.2474 2.5310 -1.9312 -1.44 -0.49 0.31
C -2.9223 -0.5764 5.3180 1.05 -0.19 1.19
C 0.7306 3.2187 1.6985 0.10 -0.60 -0.59
C -5.5457 4.5447 -3.3923 0.28 0.28 -0.61
C -0.0731 3.2423 -0.6163 -0.25 0.33 0.46
C 1.3498 -5.3532 1.9085 1.40 0.75 -0.62
C -4.6641 -1.9456 -0.9251 1.14 0.43 1.37
C -5.6947 2.8414 -1.6478 2.25 0.76 -1.80
C -3.2898 -1.6038 -0.8688 -0.04 -0.87 -1.62
C -4.1599 4.3258 -3.5684 0.03 -1.32 0.61
C 1.7793 0.7060 -1.6310 -0.58 -1.02 0.19
C 5.1130 -2.1367 -2.7192 0.11 -0.76 0.87
C -1.6439 -0.2553 4.8616 -0.53 -0.20 -1.69
C 4.7697 -2.8853 -1.5723 -0.52 0.50 -0.91
C -2.4246 -4.1087 0.6960 -1.02 2.31 0.41
H -0.6877 -7.0061 0.9701 0.03 0.80 0.02
H -5.1746 1.2051 -0.0670 -0.19 0.25 0.29
H -6.3299 -2.6656 -2.0101 0.36 0.36 -0.37
H 3.6944 1.9694 0.1734 -0.85 0.32 0.33
H -3.4431 -3.8140 0.5473 -0.35 0.08 -0.18
H 7.1694 0.8175 -0.0754 -0.31 0.48 0.18
H -2.8852 -6.1674 0.4095 -0.53 -0.08 -0.08
H -3.2298 -0.1990 6.3028 0.08 -0.10 -0.47
H -1.0409 0.4960 5.3264 0.30 0.13 0.38
H 5.2405 0.9826 -1.4160 0.39 -0.83 0.12
H -4.8641 -2.8261 -4.1770 -0.72 -0.43 -0.30
H -3.6041 4.8648 -4.2942 0.34 0.57 -0.45
H 2.8666 1.7798 1.8255 0.56 0.06 -0.57
H 0.1957 5.0066 2.8119 0.17 -0.57 -0.19
H 0.9887 -1.7292 -3.8726 -0.26 -0.32 -0.31
H -6.0432 5.3190 -3.9728 0.16 -0.02 -0.07
H 1.2631 2.7562 2.5651 -0.60 0.32 -0.97
H -1.2570 4.9388 -1.1624 -0.40 0.20 -0.47
H 6.3886 3.5476 3.9812 0.20 -0.17 -0.09
H -0.1703 2.7851 -1.5912 -0.07 -0.09 0.03
H 5.0402 1.5519 3.5727 -0.17 0.23 -0.30
H 1.3556 -1.4965 -1.4540 -0.09 1.24 -0.46
H 5.7992 -0.2890 -3.5001 0.07 0.38 -0.46
H 2.5774 -2.2836 2.5474 0.08 0.12 -0.53
H 8.0741 4.3400 2.3446 -0.45 -0.30 -0.67
H 1.3573 0.2310 -5.4637 -0.09 -0.16 0.29
H 8.2746 3.0262 0.1430 0.32 0.00 -0.06
H -1.1982 6.0009 1.0212 0.83 -0.41 0.16
H -5.2260 -1.8864 -0.0018 -0.19 0.33 -0.05
H -2.4731 3.0564 -2.9618 -0.56 0.05 -0.34
H -2.5686 -2.8383 -4.0062 0.10 0.47 0.58
H -1.6493 -0.3306 -0.2323 -1.43 -0.70 0.09
H 1.5679 -6.4102 2.0488 -0.02 0.14 -0.16
H -5.0467 -2.6883 3.0906 0.37 0.14 -0.05
H 3.3387 -4.6383 2.4647 0.29 -0.16 0.19
H 2.6026 2.6613 -2.1165 -0.54 -0.82 -0.31
H -1.4669 -1.8107 -2.0151 0.20 0.21 0.07
H 5.1087 -2.6127 -3.6746 0.27 -0.37 -0.47
H -7.3529 3.9575 -2.4444 -0.95 0.26 0.15
H 2.5365 2.1957 -4.5746 -0.65 -0.16 0.29
H -4.6624 -1.7982 5.1372 0.27 0.00 -0.57
H 4.2152 -2.7274 0.5032 0.06 -0.18 0.03
H 4.5355 -3.9426 -1.6599 0.19 0.12 0.02
```
Forces are in eV/Å.

Its multiplicity is 6. For the frontier orbital gap (alpha / beta), the calculation gives 4.463 / 3.690 eV. As for the max |F|: 4.40 eV/Å. Its total energy is -104881.4003 eV.

***

(4)
ORCA calculation (the ωB97M-V functional and the def2-TZVPD basis) on a molecular structure, C2H6MnO2 in a non-equilibrium geometry.

Structure (XYZ):
```
11
Properties=species:S:1:pos:R:3:forces:R:3
Mn 1.0682 -0.3968 -1.9727 0.77 0.80 -0.40
O 2.6313 -0.4937 -0.1275 -5.92 -0.98 0.86
O -0.0076 -0.9714 -0.6526 -0.88 -0.56 -0.20
C -1.3727 0.8988 0.2284 0.17 -0.10 0.27
C -0.6237 -0.3800 0.4029 -0.19 0.43 1.17
H 1.8884 -0.1018 0.5856 3.01 -0.77 -2.07
H -0.7919 -1.0067 1.2890 0.21 0.11 -0.55
H 1.9165 -1.2789 -0.3345 2.82 1.36 1.47
H -1.4752 1.4337 1.1916 0.08 -0.35 -0.43
H -0.8442 1.5762 -0.4618 -0.16 -0.07 0.00
H -2.3893 0.7206 -0.1485 0.10 0.13 -0.12
```
Forces are in eV/Å.

For the energy above the lowest of the compared OMol25 structures with the same formula, charge and spin, the calculation gives 0.0 kJ/mol. Its multiplicity is 7. As for the total charge: +1. For the frontier orbital gap (alpha / beta), the calculation gives 4.311 / 8.605 eV. As for the max |F|: 6.07 eV/Å. Its total energy is -37575.4901 eV.